a:
{
  "formula": "C3H11NO2",
  "method": "ωB97M-V/def2-TZVPD",
  "smiles": "C=CNC.O.O",
  "lumo_ev": 0.566,
  "homo_lumo_gap_ev": 8.482,
  "elements": ["C", "C", "N", "C", "H", "H", "H", "H", "H", "H", "H", "O", "H", "H", "O", "H", "H"],
  "coordinates": [[-0.11, 1.78, 1.73], [-0.39, 0.73, 0.97], [-0.28, -0.61, 1.35], [-0.99, -1.59, 0.53], [0.23, 1.74, 2.76], [-0.24, 2.81, 1.42], [-0.81, 0.89, 0.00], [-0.21, -0.77, 2.34], [-1.61, -1.11, -0.23], [-0.29, -2.27, 0.04], [-1.64, -2.24, 1.12], [-0.32, 0.22, -2.81], [0.09, 0.02, -3.66], [0.40, 0.09, -2.15], [1.68, -0.09, -0.80], [2.31, -0.45, -1.45], [1.46, -0.91, -0.33]],
  "nbo_charge": [-0.521, 0.013, -0.645, -0.408, 0.184, 0.207, 0.199, 0.386, 0.216, 0.169, 0.198, -0.968, 0.461, 0.487, -0.927, 0.468, 0.483]
}

b:
{
  "formula": "C3H11NO2",
  "method": "ωB97M-V/def2-TZVPD",
  "smiles": "C=C(C)N.O.O",
  "lumo_ev": 0.621,
  "homo_lumo_gap_ev": 8.295,
  "elements": ["C", "C", "C", "N", "H", "H", "H", "H", "H", "H", "H", "O", "H", "H", "O", "H", "H"],
  "coordinates": [[-0.98, 1.53, 1.44], [-0.12, 0.53, 1.24], [-0.46, -0.84, 1.76], [1.15, 0.68, 0.73], [-0.87, 2.55, 1.09], [-1.95, 1.32, 1.89], [-0.50, -0.91, 2.85], [0.24, -1.63, 1.45], [-1.41, -1.16, 1.36], [1.74, -0.12, 0.71], [1.47, 1.47, 0.20], [-0.37, 0.31, -2.85], [-1.16, 0.67, -2.44], [0.33, 0.94, -2.63], [0.68, -1.74, -1.21], [0.54, -2.68, -1.34], [0.30, -1.33, -2.01]],
  "nbo_charge": [-0.571, 0.209, -0.652, -0.815, 0.189, 0.197, 0.221, 0.217, 0.227, 0.394, 0.382, -0.952, 0.484, 0.479, -0.968, 0.463, 0.495]
}

c:
{
  "formula": "C3H11NO2",
  "method": "ωB97M-V/def2-TZVPD",
  "smiles": "CNO.COC",
  "lumo_ev": 0.949,
  "homo_lumo_gap_ev": 9.249,
  "elements": ["C", "N", "O", "H", "H", "H", "H", "H", "C", "O", "C", "H", "H", "H", "H", "H", "H"],
  "coordinates": [[2.12, -1.02, 0.10], [1.64, 0.34, -0.07], [1.15, 0.54, -1.39], [1.25, -1.68, 0.04], [2.57, -1.11, 1.09], [2.85, -1.31, -0.66], [2.40, 1.01, 0.04], [0.21, 0.23, -1.27], [-0.61, 0.58, 1.13], [-1.05, -0.24, -0.32], [-2.36, 0.07, -0.68], [-0.78, 1.63, 0.88], [-1.44, 0.15, 1.68], [0.25, 0.40, 1.77], [-2.47, 1.09, -1.06], [-3.04, -0.03, 0.18], [-2.69, -0.64, -1.45]],
  "nbo_charge": [-0.439, -0.364, -0.625, 0.200, 0.192, 0.182, 0.338, 0.491, -0.222, -0.616, -0.248, 0.193, 0.168, 0.223, 0.164, 0.164, 0.198]
}

Which of them is the most stable, and which is the least stable? b and c, in that order.